This record from the OMol25 dataset describes a 4-piece molecular cluster, C19H25FN3O7PS overall at a distorted geometry. The level of theory is ωB97M-V/def2-TZVPD.

The SMILES is O=[P@](O)(OF)OCCCCS(=O)(=O)O.c1ccncc1.c1ccncc1.c1ccncc1. The max |F| comes out at 0.0701 hartree/bohr. The calculation puts the gap between HOMO and LUMO at 0.3211 Ha. The highest occupied orbital energy is -9.17 eV. Its LUMO energy is -0.43 eV.

Each line ends with the Mulliken charge.
Element x y z (Å)
O (-2.119242, 1.052945, -0.160117)  -0.5520
P (-0.744875, 1.637016, -0.044221)  0.9334
O (-0.070971, 1.708654, -1.567217)  -0.4767
O (0.222768, 0.558769, 0.836175)  -0.2192
F (0.510565, -0.506279, -0.068145)  -0.0440
O (-0.675987, 3.152418, 0.584736)  -0.4105
C (-1.989355, 3.760182, 0.631505)  -0.4453
C (-2.625064, 4.016427, -0.766111)  -0.4215
C (-4.179929, 4.056251, -0.773401)  -0.7912
C (-4.859048, 2.888477, -0.001365)  -0.8096
S (-5.936632, 1.879315, -1.110241)  1.1943
O (-6.871618, 2.765322, -1.822242)  -0.6096
O (-5.134223, 1.002372, -1.985204)  -0.5565
O (-6.811653, 0.899926, -0.110159)  -0.4666
H (0.099861, 2.647249, -1.710683)  0.3590
H (-2.611493, 3.176617, 1.327732)  0.3070
H (-1.844086, 4.744905, 1.109781)  0.3087
H (-2.289160, 3.328411, -1.561604)  0.2829
H (-2.283486, 5.024887, -1.082128)  0.4212
H (-4.591974, 5.027594, -0.451279)  0.3847
H (-4.493306, 3.951324, -1.832836)  0.4082
H (-4.167921, 2.171302, 0.474470)  0.5015
H (-5.548401, 3.294814, 0.766744)  0.3635
H (-6.411111, 0.912998, 0.765993)  0.3555
N (2.478168, -4.092481, -0.261215)  -0.5213
C (1.895762, -2.942886, -0.621530)  -0.4229
C (1.931257, -2.431367, -1.909551)  -0.2296
C (2.611911, -3.147935, -2.881491)  -0.6448
C (3.224865, -4.340689, -2.531583)  -0.1877
C (3.128354, -4.768151, -1.216969)  -0.3307
H (1.381336, -2.422418, 0.171086)  0.6204
H (1.439592, -1.497305, -2.145915)  0.3848
H (2.663448, -2.781066, -3.899684)  0.3791
H (3.765803, -4.927816, -3.261742)  0.3920
H (3.588570, -5.694291, -0.900208)  0.5759
N (-1.876504, 5.215192, 3.676422)  -0.2760
C (-2.735271, 6.177054, 4.031215)  -0.0439
C (-3.048740, 6.485622, 5.344494)  -0.6464
C (-2.441638, 5.754140, 6.352756)  -0.1188
C (-1.549338, 4.750765, 6.010134)  -0.6160
C (-1.301981, 4.524157, 4.666250)  -0.1332
H (-3.187737, 6.720177, 3.208464)  0.3649
H (-3.749797, 7.277194, 5.571951)  0.3601
H (-2.660884, 5.963500, 7.392408)  0.3636
H (-1.056045, 4.158052, 6.768377)  0.3576
H (-0.608883, 3.752486, 4.349680)  0.3844
N (5.339582, -6.999445, -1.831789)  -0.2612
C (6.591383, -6.531116, -1.833057)  -0.1469
C (7.631616, -7.111741, -2.540167)  -0.5992
C (7.363138, -8.246916, -3.288234)  -0.1113
C (6.072922, -8.752403, -3.301226)  -0.5904
C (5.103823, -8.094167, -2.561792)  -0.1499
H (6.753198, -5.643501, -1.231160)  0.3802
H (8.625591, -6.686612, -2.505699)  0.3563
H (8.149300, -8.731425, -3.854183)  0.3619
H (5.824167, -9.636563, -3.872445)  0.3605
H (4.079375, -8.449942, -2.543781)  0.3712

Atomic forces in eV per Å
O 2.0236 1.1498 0.7495
P -2.4288 -1.3303 -2.3101
O -0.3361 0.3546 2.7198
O 0.1566 1.3218 -0.4453
F -0.3832 0.8292 0.3113
O 0.7827 -2.4287 -0.8451
C -0.9756 1.0540 0.1366
C 0.0127 0.5802 0.0924
C -0.0869 -0.7136 -0.7010
C -0.8334 -0.2368 0.3878
S -0.0140 -0.5289 -3.1920
O 1.2888 -1.2792 1.8496
O -1.1956 1.6488 2.1680
O 0.7184 1.2640 -0.6878
H 0.3112 0.1113 -0.3557
H 0.1708 0.1330 -0.4997
H 0.2144 -0.6548 -0.0398
H -0.1355 -0.0338 0.6388
H -0.1384 -0.5475 0.0366
H 0.2902 -0.5006 0.1235
H 0.1953 0.2580 0.5040
H -0.1625 0.2775 -0.4312
H 0.3000 -0.3070 -0.3757
H 0.1004 -0.1544 0.2125
N -0.0164 0.2118 -0.4393
C 0.2098 -0.4351 0.1482
C 0.0471 -0.0350 -0.0526
C 0.0100 0.0143 -0.0670
C -0.0509 0.1148 -0.0449
C -0.1999 0.0160 0.4846
H -0.0222 -0.0108 0.0287
H -0.0028 -0.0074 0.0119
H -0.0105 -0.0019 0.0170
H 0.0153 -0.0353 0.0538
H 0.0655 0.0053 -0.1211
N -0.1250 0.1043 0.3814
C 0.1682 -0.1854 -0.2215
C 0.0232 -0.0346 0.0455
C -0.0072 0.0070 0.0787
C -0.0604 0.0729 0.0190
C -0.0105 0.0294 -0.3382
H -0.0391 0.0577 0.0491
H 0.0044 -0.0065 -0.0312
H 0.0037 -0.0032 -0.0202
H 0.0105 -0.0081 -0.0334
H 0.0146 -0.0211 0.0674
N 0.4078 -0.3138 -0.2846
C -0.3186 0.0438 0.1191
C -0.0174 -0.0715 -0.0443
C 0.0567 -0.0342 -0.0428
C 0.0780 0.0333 -0.0038
C -0.1174 0.2327 0.2038
H 0.0579 0.0132 -0.0189
H -0.0214 0.0141 0.0207
H -0.0142 0.0090 0.0106
H -0.0262 0.0144 0.0148
H 0.0125 -0.0564 -0.0374